(i)
This record from the Open Molecules 2025 dataset describes 2 unconnected molecules or ions with the total composition C2HN2O2. The level of theory is the ωB97M-V functional and the def2-TZVPD basis.

Its LUMO energy (spin up / spin down) is 3.14 / 3.40 eV. The calculation puts the HOMO-LUMO gap (spin up / spin down) at 0.275 / 0.275 hartree. Its HOMO energy (spin up / spin down) is -4.34 / -4.08 eV.

ORCA input file:
```
! wB97M-V def2-TZVPD RIJCOSX def2/J DEFGRID3
* xyz -1 1
C -0.1921 1.4244 -0.0357
C -0.0652 0.1215 -0.2788
N -0.3326 2.5782 0.0811
N 0.6900 -0.9150 0.0094
O 0.3324 -2.0940 -0.0229
O 1.8943 -0.5729 0.2160
H -2.3268 -0.5422 0.0309
*
```



(ii)
This record from the Open Molecules 2025 dataset describes 2 unconnected molecules or ions with the total composition C2HN2O2. The level of theory is the ωB97M-V functional and the def2-TZVPD basis.

Its LUMO energy is 4.18 eV. The calculation puts the HOMO-LUMO gap at 0.327 hartree. Its HOMO energy is -4.72 eV.

ORCA input file:
```
! wB97M-V def2-TZVPD RIJCOSX def2/J DEFGRID3
* xyz -1 1
C -1.2044 0.2475 0.0643
C 2.3531 -0.0285 -0.0614
N 1.4224 0.6445 -0.1909
N -2.3003 -0.1143 0.0892
O -3.4396 -0.5454 -0.0897
O 3.3054 -0.7309 0.0622
H -0.1365 0.5272 0.1263
*
```



Stability ranking, top entry: (ii); the second entry is 5.485 eV less favorable.



(i)
This record from the Open Molecules 2025 dataset describes 2 unconnected molecules or ions with the total composition C5H10N3O2. The level of theory is the ωB97M-V functional and the def2-TZVPD basis.

Its LUMO energy is -4.40 eV. The calculation puts the HOMO-LUMO gap at 0.307 hartree. Its HOMO energy is -12.75 eV.

ORCA input file:
```
! wB97M-V def2-TZVPD RIJCOSX def2/J DEFGRID3
* xyz 1 1
C 1.6838 0.0553 1.9027
C -0.6905 1.4156 -0.7987
C 0.5078 -1.9930 -0.9425
C 0.0424 0.2839 -1.0833
C -1.1963 -1.2123 0.4545
N 2.1410 -1.0236 1.9976
N -0.4015 2.6927 -1.1601
N -0.1654 -0.9730 -0.5862
O 1.1864 1.1119 1.7046
O -1.7357 1.2722 0.1516
H 1.4676 -2.0920 -1.4648
H 0.2928 -2.8430 -0.2664
H 0.8426 0.3280 -1.8422
H -2.0917 -0.9441 -0.0052
H -1.2984 -2.2948 0.7895
H -0.9078 -0.5622 1.2342
H 2.6108 -1.6768 1.4328
H 0.5057 2.9398 -1.4371
H -0.7704 3.4500 -0.6430
H -2.0233 2.0653 0.5621
*
```



(ii)
This record from the Open Molecules 2025 dataset describes a gas-phase ion, C5H10N3O2 (charge +1). The level of theory is the ωB97M-V functional and the def2-TZVPD basis.

Its LUMO energy is -3.86 eV. The calculation puts the HOMO-LUMO gap at 0.332 hartree. Its SMILES is CC1(C)C(=O)[N@@H+]1/C(O)=N/N. Its HOMO energy is -12.91 eV.

ORCA input file:
```
! wB97M-V def2-TZVPD RIJCOSX def2/J DEFGRID3
* xyz 1 1
C 1.9529 -1.0967 -0.6402
C 0.6302 -1.0493 0.0954
C -0.6253 -1.1605 -0.8567
C 0.4511 -1.0369 1.4733
O 0.2971 -1.3770 2.5677
N 0.5332 0.3743 0.9295
C -0.4595 1.3748 0.6815
O 0.1428 2.2375 -0.1404
N -1.6226 1.2371 1.0770
N -2.6269 1.9701 0.7630
H 2.7416 -0.6410 -0.1487
H 1.6632 -0.5681 -1.5330
H 2.3007 -2.1023 -0.9603
H -0.5760 -2.2095 -1.2694
H -0.4537 -0.4670 -1.6405
H -1.4684 -0.8654 -0.2075
H 1.4275 0.8543 1.1278
H -0.3504 2.5043 -0.9109
H -3.4431 1.8037 1.2832
H -2.4575 2.9339 0.2554
*
```



Stability ranking, top entry: (i); the second entry is 1.951 eV less favorable.



(i)
This record from the Open Molecules 2025 dataset describes 2 unconnected molecules or ions with the total composition C5H10N3O2. The level of theory is the ωB97M-V functional and the def2-TZVPD basis.

Its LUMO energy is -3.76 eV. The calculation puts the HOMO-LUMO gap at 0.307 hartree. Its HOMO energy is -12.11 eV.

ORCA input file:
```
! wB97M-V def2-TZVPD RIJCOSX def2/J DEFGRID3
* xyz 1 1
C -2.1292 1.5670 0.6017
C 0.7505 1.1233 -0.9899
C -0.4970 -1.1422 1.5828
C 0.4121 0.5218 0.2688
C 0.6496 -1.8352 -0.2990
N -2.6495 0.4752 0.6610
N 1.0386 2.3610 -0.9799
N 0.1775 -0.7598 0.5600
O -1.5800 2.6005 0.4831
O 0.7687 0.4428 -2.1040
H -0.8050 -0.3639 2.3052
H -0.6375 -2.2766 1.8640
H -0.0258 1.2207 0.9802
H 0.1970 -1.9973 -1.2872
H 1.5563 -1.4199 -0.5233
H 0.4435 -2.7374 0.2092
H -3.4093 0.1737 1.1494
H 0.8840 3.0351 -0.2755
H 1.2196 2.8084 -1.8200
H 1.4475 0.7275 -2.7726
*
```



(ii)
This record from the Open Molecules 2025 dataset describes a gas-phase ion, C5H10N3O2 (charge +1). The level of theory is the ωB97M-V functional and the def2-TZVPD basis.

Its LUMO energy is -4.94 eV. The calculation puts the HOMO-LUMO gap at 0.313 hartree. Its SMILES is NN[C@@]1(O)[NH+]=CCCC1=O. Its HOMO energy is -13.46 eV.

ORCA input file:
```
! wB97M-V def2-TZVPD RIJCOSX def2/J DEFGRID3
* xyz 1 1
N -2.8102 0.3385 0.4503
N -1.8740 -0.7102 0.2552
C -0.5839 -0.4593 -0.0286
O -0.3089 -0.4205 -1.6906
N -0.2597 0.9365 0.3318
C 0.9622 1.3587 0.1184
C 1.9918 0.3844 -0.2552
C 1.8535 -0.9301 0.4994
C 0.4467 -1.4888 0.2897
O 0.0899 -2.6461 0.3570
H -3.1974 0.7754 -0.4920
H -3.7145 0.0084 0.7990
H -2.1272 -1.7682 0.1467
H -1.0780 -0.5168 -2.1179
H -1.1305 1.5149 0.4970
H 1.1166 2.4879 0.0818
H 1.6669 0.2730 -1.2727
H 2.9854 0.8251 -0.0214
H 1.8434 -0.9221 1.5653
H 2.4510 -1.7915 0.3053
*
```



Stability ranking, top entry: (i); the second entry is 1.007 eV less favorable.